# 1
# C22H53N2O8Sr

A molecular structure, C22H53N2O8Sr (the ωB97M-V functional and the def2-TZVPD basis, OMol25).

CARTESIAN COORDINATES (ANGSTROEM)
Sr (-12.538, 3.923, 14.983)
C (-14.363, 8.105, 15.905)
C (-13.753, 6.735, 15.791)
O (-12.589, 6.557, 16.236)
O (-14.396, 5.804, 15.314)
H (-13.742, 8.722, 16.555)
H (-15.365, 8.127, 16.333)
H (-14.317, 8.581, 14.925)
C (-11.539, 9.259, 13.807)
O (-11.725, 9.930, 12.623)
H (-11.829, 8.210, 13.737)
H (-10.516, 9.363, 14.168)
H (-12.065, 9.804, 14.590)
H (-12.638, 9.887, 12.329)
C (-11.561, 8.690, 18.795)
O (-12.203, 7.449, 18.997)
H (-12.261, 9.526, 18.794)
H (-10.752, 8.826, 19.513)
H (-11.037, 8.795, 17.845)
H (-12.292, 7.062, 18.123)
O (-16.194, 4.838, 17.180)
H (-15.469, 4.922, 16.561)
H (-15.879, 5.262, 17.978)
O (-9.767, 7.146, 15.596)
H (-10.623, 6.879, 15.932)
H (-9.251, 7.340, 16.378)
C (-17.516, 7.863, 18.615)
C (-17.227, 9.294, 18.978)
C (-16.112, 9.488, 20.130)
C (-15.677, 10.939, 20.441)
C (-15.245, 11.501, 19.066)
C (-16.216, 11.453, 17.845)
N (-16.907, 10.108, 17.864)
O (-17.933, 10.124, 16.884)
C (-17.225, 12.611, 18.048)
C (-15.381, 11.546, 16.565)
C (-18.600, 9.640, 19.602)
H (-16.607, 7.504, 18.132)
H (-18.257, 7.743, 17.824)
H (-17.846, 7.213, 19.426)
H (-16.484, 9.022, 21.043)
H (-15.193, 8.910, 20.030)
H (-14.848, 10.941, 21.149)
H (-16.465, 11.570, 20.853)
H (-14.370, 10.908, 18.801)
H (-14.969, 12.541, 19.247)
H (-17.902, 12.543, 17.196)
H (-17.771, 12.562, 18.990)
H (-16.729, 13.557, 17.829)
H (-14.957, 12.548, 16.502)
H (-14.573, 10.841, 16.756)
H (-15.857, 11.327, 15.609)
H (-18.799, 9.172, 20.566)
H (-19.466, 9.395, 18.987)
H (-18.639, 10.683, 19.918)
H (-17.549, 9.517, 16.247)
C (-17.714, 8.628, 14.119)
C (-18.750, 7.994, 13.216)
C (-18.914, 8.995, 12.044)
C (-19.739, 8.354, 10.943)
C (-18.903, 7.150, 10.431)
C (-18.702, 6.001, 11.469)
N (-18.245, 6.694, 12.733)
O (-17.704, 5.799, 13.619)
C (-20.001, 5.160, 11.664)
C (-17.631, 5.037, 10.990)
C (-20.068, 7.853, 14.092)
H (-18.031, 9.524, 14.653)
H (-16.825, 8.825, 13.520)
H (-17.240, 7.990, 14.864)
H (-19.583, 9.754, 12.449)
H (-17.986, 9.524, 11.825)
H (-19.895, 9.163, 10.229)
H (-20.778, 8.139, 11.194)
H (-17.933, 7.456, 10.039)
H (-19.519, 6.919, 9.562)
H (-20.725, 5.671, 12.299)
H (-20.428, 5.049, 10.667)
H (-19.848, 4.262, 12.262)
H (-17.509, 5.101, 9.909)
H (-16.684, 5.485, 11.290)
H (-17.678, 4.011, 11.354)
H (-19.973, 7.470, 15.108)
H (-20.903, 7.265, 13.711)
H (-20.497, 8.838, 14.275)
H (-16.825, 6.130, 13.815)

Summary:
Energy above the lowest of the compared OMol25 structures with the same formula, charge and spin, eV: 1.259
Frontier orbital gap, eV: 3.333
Total charge: +1



# 2
# C5H11O2

2 unconnected molecules or ions with the total composition C5H11O2 (the ωB97M-V functional and the def2-TZVPD basis, OMol25).

CARTESIAN COORDINATES (ANGSTROEM)
C (-0.178, -1.328, 1.102)
O (-0.450, -0.183, 0.270)
C (-1.435, -2.082, 1.357)
H (0.291, -0.961, 2.070)
H (0.595, -2.034, 0.654)
H (-1.249, -2.969, 2.015)
H (-1.805, -2.451, 0.357)
H (-2.288, -1.464, 1.744)
O (1.939, 1.183, 1.182)
C (1.008, 1.356, 0.387)
C (1.232, 1.214, -1.139)
C (-0.119, 1.319, -1.849)
H (0.176, 2.013, 0.613)
H (1.653, 0.191, -1.275)
H (1.985, 1.948, -1.462)
H (-0.970, 0.892, -1.275)
H (-0.064, 0.949, -2.884)
H (-0.322, 2.405, -1.870)

Summary:
Energy above the lowest of the compared OMol25 structures with the same formula, charge and spin, eV: 2.493
Frontier orbital gap, eV: 7.823
Total charge: -1



# 3
# C6H8S

A molecular structure, C6H8S (the ωB97M-V functional and the def2-TZVPD basis, OMol25).

CARTESIAN COORDINATES (ANGSTROEM)
C (0.676, 0.314, -0.556)
C (-0.381, 1.350, -0.964)
C (-1.230, 0.749, 0.213)
C (-0.185, -0.212, 0.328)
C (-1.047, 1.105, -2.399)
C (1.845, -2.569, 3.047)
S (-2.653, 1.150, 0.827)
H (1.718, 0.224, -0.797)
H (-0.152, 2.349, -0.878)
H (-0.332, 1.421, -3.167)
H (-2.006, 1.685, -2.496)
H (-1.252, -0.026, -2.430)
H (1.231, -3.253, 3.559)
H (1.469, -2.386, 2.018)
H (2.299, -1.901, 3.694)

Summary:
Energy above the lowest of the compared OMol25 structures with the same formula, charge and spin, eV: 6.641
Frontier orbital gap (spin up / spin down), eV: 7.920 / 7.871
Total charge: 0



# 4
# C45H43MnNOP3Se2

A molecular structure, C45H43MnNOP3Se2 (the ωB97M-V functional and the def2-TZVPD basis, OMol25).

CARTESIAN COORDINATES (ANGSTROEM)
Mn (-0.243, 0.994, -0.201)
Se (1.284, -0.586, 0.552)
P (0.863, -2.827, 0.015)
Se (3.352, -0.199, 0.061)
C (-0.374, -3.362, 1.220)
C (-1.087, -2.515, 2.068)
C (-2.052, -3.039, 2.913)
C (-2.335, -4.399, 2.890)
C (-1.642, -5.243, 2.032)
C (-0.661, -4.730, 1.199)
C (2.368, -3.679, 0.506)
C (2.586, -4.098, 1.826)
C (3.797, -4.672, 2.163)
C (4.771, -4.875, 1.189)
C (4.540, -4.503, -0.128)
C (3.346, -3.891, -0.471)
H (-0.869, -1.453, 2.102)
H (-2.579, -2.392, 3.602)
H (-3.094, -4.801, 3.547)
H (-1.862, -6.302, 2.013)
H (-0.109, -5.390, 0.539)
H (1.805, -3.997, 2.570)
H (3.983, -4.976, 3.185)
H (5.708, -5.343, 1.460)
H (5.286, -4.698, -0.886)
H (3.156, -3.601, -1.497)
O (0.074, 1.998, 1.652)
C (-0.072, 1.831, 3.064)
C (0.708, 0.631, 3.537)
C (0.880, 0.453, 4.904)
C (1.607, -0.632, 5.359)
C (2.155, -1.509, 4.430)
C (1.937, -1.266, 3.091)
N (1.217, -0.229, 2.650)
H (0.173, 2.942, 1.455)
H (-1.131, 1.719, 3.311)
H (0.302, 2.717, 3.577)
H (0.455, 1.172, 5.592)
H (1.756, -0.790, 6.418)
H (2.747, -2.360, 4.736)
H (2.353, -1.921, 2.334)
C (-2.317, 1.917, -3.359)
C (-2.383, 3.104, -2.395)
P (-1.490, 2.837, -0.805)
C (-2.762, 2.993, 0.479)
C (-3.742, 1.993, 0.462)
C (-4.779, 2.018, 1.378)
C (-4.847, 3.043, 2.315)
C (-3.872, 4.029, 2.340)
C (-2.815, 4.000, 1.439)
C (-0.302, 4.195, -0.668)
C (1.059, 3.863, -0.638)
C (2.022, 4.856, -0.543)
C (1.628, 6.185, -0.472)
C (0.281, 6.524, -0.518)
C (-0.686, 5.536, -0.624)
C (-0.881, 1.525, -3.723)
P (-0.101, 0.457, -2.449)
C (1.531, 0.104, -3.145)
C (2.008, -1.189, -3.353)
C (3.258, -1.376, -3.925)
C (4.047, -0.284, -4.260)
C (3.587, 1.005, -4.026)
C (2.334, 1.202, -3.469)
C (-1.141, -1.020, -2.460)
C (-1.267, -1.890, -3.538)
C (-2.160, -2.950, -3.459)
C (-2.931, -3.135, -2.317)
C (-2.813, -2.268, -1.238)
C (-1.919, -1.216, -1.317)
H (-2.846, 2.195, -4.270)
H (-2.842, 1.055, -2.937)
H (-3.421, 3.335, -2.157)
H (-1.940, 3.985, -2.864)
H (-3.700, 1.215, -0.297)
H (-5.545, 1.254, 1.360)
H (-5.669, 3.075, 3.016)
H (-3.939, 4.839, 3.054)
H (-2.058, 4.773, 1.481)
H (1.370, 2.818, -0.718)
H (3.073, 4.598, -0.533)
H (2.376, 6.962, -0.391)
H (-0.015, 7.563, -0.482)
H (-1.734, 5.803, -0.681)
H (-0.266, 2.413, -3.883)
H (-0.864, 0.932, -4.639)
H (1.399, -2.045, -3.096)
H (3.612, -2.378, -4.133)
H (5.019, -0.438, -4.709)
H (4.204, 1.853, -4.292)
H (1.977, 2.211, -3.296)
H (-0.675, -1.749, -4.434)
H (-2.263, -3.626, -4.297)
H (-3.634, -3.956, -2.269)
H (-3.421, -2.415, -0.354)
H (-1.841, -0.510, -0.472)

Summary:
Frontier orbital gap (spin up / spin down), eV: 6.440 / 6.311
Total charge: +3
2S+1: 2



# 5
# C3H7NO2S

3 unconnected molecules or ions with the total composition C3H7NO2S (the ωB97M-V functional and the def2-TZVPD basis, OMol25).

CARTESIAN COORDINATES (ANGSTROEM)
C (-0.523, -0.174, 1.766)
C (1.354, -1.888, -0.586)
C (-1.741, 0.158, 1.380)
N (1.212, 1.464, -1.733)
O (-0.965, 2.696, -2.041)
O (0.216, -2.203, -0.496)
S (-0.293, 1.531, -1.553)
H (0.327, -0.320, 1.116)
H (-0.409, -0.439, 2.888)
H (1.719, -0.851, -0.115)
H (2.073, -2.586, -0.887)
H (-2.245, 0.390, 0.442)
H (-2.490, 0.145, 2.251)
H (1.766, 2.077, -2.432)

Summary:
Energy above the lowest of the compared OMol25 structures with the same formula, charge and spin, eV: 4.385
Frontier orbital gap, eV: 9.408
Total charge: 0



# 6
# C28H29N6OZr

A molecular structure, C28H29N6OZr (the ωB97M-V functional and the def2-TZVPD basis, OMol25).

CARTESIAN COORDINATES (ANGSTROEM)
Zr (0.138, 0.027, 0.045)
C (-3.478, 5.548, -3.032)
C (-2.582, 4.641, -2.243)
C (-1.274, 5.014, -1.931)
C (-0.427, 4.158, -1.257)
C (-0.866, 2.903, -0.843)
N (-0.021, 1.983, -0.206)
C (1.194, 2.385, 0.431)
C (1.149, 3.187, 1.586)
C (2.303, 3.641, 2.180)
C (3.568, 3.294, 1.675)
C (4.819, 3.774, 2.340)
C (3.624, 2.471, 0.557)
C (2.462, 2.036, -0.071)
N (2.581, 1.241, -1.249)
C (3.473, 1.314, -2.250)
C (3.252, 0.241, -3.094)
C (2.184, -0.447, -2.538)
N (1.780, 0.154, -1.406)
C (-2.185, 2.533, -1.121)
C (-3.018, 3.387, -1.831)
N (-2.721, 1.291, -0.645)
C (-4.015, 1.022, -0.426)
C (-4.141, -0.302, -0.037)
C (-2.854, -0.790, -0.036)
N (-1.973, 0.177, -0.399)
H (-3.247, 6.593, -2.835)
H (-3.341, 5.376, -4.101)
H (-4.528, 5.377, -2.800)
H (-0.911, 5.987, -2.237)
H (0.592, 4.460, -1.046)
H (0.178, 3.495, 1.958)
H (2.239, 4.289, 3.046)
H (4.647, 4.702, 2.881)
H (5.170, 3.032, 3.062)
H (5.618, 3.931, 1.618)
H (4.586, 2.164, 0.164)
H (4.199, 2.109, -2.297)
H (3.791, 0.004, -3.995)
H (1.693, -1.340, -2.891)
H (-4.022, 3.078, -2.091)
H (-4.771, 1.780, -0.542)
H (-5.050, -0.823, 0.209)
H (-2.507, -1.782, 0.209)
O (0.022, 0.097, 2.229)
C (0.000, -1.192, 2.954)
C (1.358, -1.850, 2.879)
C (1.886, -1.989, 1.444)
C (1.047, -2.851, 0.518)
C (1.165, -4.230, 0.554)
C (0.413, -5.005, -0.317)
C (-0.441, -4.379, -1.218)
C (-0.526, -3.005, -1.197)
N (0.191, -2.246, -0.340)
H (0.299, 0.833, 2.795)
H (-0.773, -1.778, 2.454)
H (-0.331, -1.003, 3.972)
H (1.281, -2.836, 3.342)
H (2.083, -1.287, 3.470)
H (2.888, -2.420, 1.485)
H (2.096, -0.990, 1.005)
H (1.859, -4.692, 1.244)
H (0.501, -6.083, -0.303)
H (-1.028, -4.946, -1.927)
H (-1.180, -2.476, -1.879)

Summary:
Energy above the lowest of the compared OMol25 structures with the same formula, charge and spin, eV: 0.000
Frontier orbital gap, eV: 6.739
Total charge: +3



# 7
# C30H58N3SeSi4Tl

A molecular structure, C30H58N3SeSi4Tl (the ωB97M-V functional and the def2-TZVPD basis, OMol25).

CARTESIAN COORDINATES (ANGSTROEM)
Tl (0.048, -0.738, -0.426)
C (0.367, -1.262, -3.985)
C (-0.759, -2.153, -3.688)
C (-0.325, -3.081, -2.795)
C (1.101, -2.813, -2.529)
C (1.493, -1.694, -3.269)
C (2.880, -1.127, -3.342)
C (1.954, -3.676, -1.672)
C (-1.061, -4.245, -2.218)
C (-2.081, -2.108, -4.387)
C (0.300, -0.099, -4.911)
H (3.517, -1.716, -4.007)
H (3.351, -1.104, -2.359)
H (2.874, -0.106, -3.726)
H (2.093, -4.656, -2.144)
H (1.483, -3.862, -0.701)
H (2.933, -3.232, -1.503)
H (-0.679, -5.189, -2.621)
H (-2.126, -4.196, -2.445)
H (-0.949, -4.284, -1.132)
H (-2.045, -2.671, -5.324)
H (-2.376, -1.090, -4.641)
H (-2.872, -2.546, -3.776)
H (0.510, -0.402, -5.943)
H (1.033, 0.663, -4.643)
H (-0.689, 0.363, -4.905)
C (0.912, 0.849, 2.921)
Si (1.110, 2.345, 1.802)
C (1.052, 3.919, 2.832)
C (2.845, 2.311, 1.088)
C (-0.234, 2.401, 0.499)
Si (-2.026, 2.312, 1.061)
C (-3.163, 3.423, 0.052)
C (-2.691, 0.561, 0.999)
C (-2.236, 2.918, 2.830)
Si (0.151, 2.986, -1.224)
C (1.686, 2.292, -2.046)
C (0.315, 4.856, -1.195)
C (-1.283, 2.517, -2.373)
C (-1.812, 3.354, -3.353)
C (-2.892, 2.929, -4.111)
C (-3.424, 1.674, -3.867)
C (-2.834, 0.893, -2.884)
N (-1.790, 1.288, -2.164)
H (1.672, 0.888, 3.709)
H (1.035, -0.095, 2.383)
H (-0.065, 0.815, 3.408)
H (1.964, 3.979, 3.433)
H (0.201, 3.965, 3.508)
H (1.023, 4.802, 2.189)
H (3.551, 2.220, 1.920)
H (3.080, 3.244, 0.569)
H (3.014, 1.476, 0.410)
H (-3.422, 3.015, -0.925)
H (-2.743, 4.421, -0.094)
H (-4.091, 3.543, 0.619)
H (-2.792, 0.217, -0.031)
H (-3.680, 0.538, 1.466)
H (-2.063, -0.148, 1.545)
H (-2.031, 3.987, 2.911)
H (-1.620, 2.395, 3.563)
H (-3.281, 2.762, 3.109)
H (2.607, 2.671, -1.606)
H (1.670, 2.590, -3.099)
H (1.716, 1.201, -2.012)
H (1.143, 5.146, -0.544)
H (-0.590, 5.341, -0.823)
H (0.531, 5.248, -2.192)
H (-1.391, 4.341, -3.506)
H (-3.320, 3.571, -4.871)
H (-4.276, 1.305, -4.421)
H (-3.219, -0.098, -2.663)
C (3.084, -2.294, 3.387)
N (3.917, -1.640, 2.378)
C (5.037, -0.840, 2.853)
C (3.361, -1.307, 1.226)
N (2.889, -1.038, 0.204)
H (3.687, -3.029, 3.921)
H (2.243, -2.789, 2.901)
H (2.696, -1.562, 4.100)
H (5.705, -1.476, 3.433)
H (4.695, -0.015, 3.487)
H (5.584, -0.434, 2.006)
C (-2.121, -4.746, 3.576)
Si (-1.286, -3.074, 3.423)
C (-0.061, -2.896, 4.840)
C (-2.597, -1.753, 3.674)
Se (-0.203, -2.964, 1.457)
H (-2.625, -4.849, 4.541)
H (-1.388, -5.551, 3.482)
H (-2.861, -4.877, 2.784)
H (-0.564, -3.001, 5.806)
H (0.412, -1.911, 4.812)
H (0.722, -3.655, 4.779)
H (-3.096, -1.906, 4.636)
H (-3.355, -1.789, 2.889)
H (-2.159, -0.752, 3.679)

Summary:
Energy above the lowest of the compared OMol25 structures with the same formula, charge and spin, eV: 0.668
Frontier orbital gap (spin up / spin down), eV: 5.827 / 6.131
Total charge: 0



# 8
# C3H5N3O

A single C3H5N3O molecule (the ωB97M-V functional and the def2-TZVPD basis, OMol25).

CARTESIAN COORDINATES (ANGSTROEM)
C (-0.921, -0.777, 0.262)
C (0.562, -0.386, 0.027)
C (1.063, 0.901, 0.067)
H (-2.661, 0.439, -0.172)
H (-1.373, 0.773, -1.067)
H (-1.396, -1.672, -0.275)
H (-1.037, -0.990, 1.313)
H (0.423, 1.811, 0.120)
N (-1.566, 0.536, -0.143)
N (2.457, 0.886, 0.152)
N (2.811, -0.347, -0.089)
O (1.636, -1.174, -0.194)

Summary:
Energy above the lowest of the compared OMol25 structures with the same formula, charge and spin, eV: 3.771
Frontier orbital gap, eV: 10.566
Total charge: 0
SMILES: NCc1cnno1



# 9
# C20H28N2O3S2

A single C20H28N2O3S2 molecule (the ωB97M-V functional and the def2-TZVPD basis, OMol25).

CARTESIAN COORDINATES (ANGSTROEM)
O (0.609, 1.361, 1.441)
C (0.273, 1.203, 0.283)
N (-0.915, 1.701, -0.162)
C (-1.461, 1.498, -1.488)
H (-1.011, 2.196, -2.209)
C (-2.988, 1.706, -1.462)
N (-3.565, 1.302, -0.209)
S (-3.895, -0.309, 0.011)
O (-4.376, -0.810, -1.241)
O (-4.708, -0.408, 1.181)
C (-2.374, -1.162, 0.362)
C (-1.681, -1.251, 1.529)
C (-0.575, -2.123, 1.430)
C (-0.466, -2.681, 0.195)
S (-1.711, -2.158, -0.873)
H (0.268, -3.381, -0.152)
H (0.101, -2.318, 2.242)
H (-1.953, -0.723, 2.423)
C (-3.088, 2.030, 0.948)
H (-3.110, 1.341, 1.792)
C (-1.679, 2.582, 0.697)
H (-1.743, 3.566, 0.219)
H (-1.128, 2.679, 1.634)
H (-3.777, 2.854, 1.165)
H (-3.464, 1.105, -2.237)
H (-3.240, 2.758, -1.626)
H (-1.244, 0.479, -1.816)
C (1.105, 0.491, -0.765)
H (0.631, -0.470, -0.984)
H (1.083, 1.089, -1.679)
C (2.577, 0.238, -0.389)
C (2.694, -0.715, 0.803)
H (2.195, -0.275, 1.665)
C (4.166, -0.970, 1.124)
C (4.853, 0.351, 1.463)
C (4.755, 1.292, 0.264)
C (5.439, 0.657, -0.944)
C (4.746, -0.664, -1.277)
C (4.851, -1.609, -0.083)
H (5.901, -1.806, 0.144)
H (4.375, -2.564, -0.320)
C (3.275, -0.402, -1.596)
H (3.202, 0.261, -2.463)
H (2.780, -1.342, -1.853)
H (5.229, -1.120, -2.149)
H (6.494, 0.478, -0.725)
H (5.385, 1.332, -1.802)
C (3.284, 1.555, -0.055)
H (2.799, 2.018, 0.805)
H (3.205, 2.242, -0.902)
H (5.246, 2.242, 0.504)
H (4.370, 0.806, 2.330)
H (5.901, 0.174, 1.714)
H (4.234, -1.648, 1.983)
H (2.199, -1.659, 0.565)

Summary:
Energy above the lowest of the compared OMol25 structures with the same formula, charge and spin, eV: 0.083
Frontier orbital gap, eV: 9.541
Total charge: 0
SMILES: O=C(C[C@]12C[C@H]3C[C@H](C[C@H](C3)C1)C2)N1CCN(S(=O)(=O)c2cccs2)CC1



Number 1: maximum force 3.9 eV Å⁻¹. Number 2: maximum force 3.0 eV Å⁻¹. Number 3: maximum force 3.4 eV Å⁻¹. Number 4: maximum force 1.3 eV Å⁻¹. Number 5: maximum force 3.7 eV Å⁻¹. Number 6: maximum force 1.3 eV Å⁻¹. Number 7: maximum force 0.1 eV Å⁻¹. Number 8: maximum force 5.0 eV Å⁻¹. Number 9: maximum force 1.1 eV Å⁻¹.